This record from the OMol25 dataset describes C66H96AsF6N10 as an isolated structure. The level of theory is ωB97M-V/def2-TZVPD.

Each line ends with the Löwdin charge.
Cartesian coordinates (Å):
C  0.2349  2.7182  -5.9485  -0.18
C  0.2113  6.1834  0.9022  -0.16
H  -0.7558  -3.6707  3.6076  0.12
C  -5.4385  -2.2215  2.4958  -0.10
C  0.6170  6.4704  -0.3760  0.02
H  -4.3689  -4.6323  5.6456  0.13
C  -2.5232  -4.0058  4.7497  -0.16
H  -5.0728  -4.3120  2.5536  0.12
H  -4.1042  -0.1840  0.1160  0.14
H  -3.4645  -3.0379  7.0460  0.14
C  2.8423  0.4757  -2.8505  0.04
H  -2.5968  3.0339  -5.6608  0.11
H  -3.5808  2.1224  -1.9075  0.13
H  4.4868  -4.0305  1.5412  0.14
C  -1.1823  -5.8093  3.7962  0.07
H  5.1264  -5.6490  -0.2139  0.11
H  -3.4425  -4.2858  0.5655  0.15
H  -3.2411  8.1938  -1.7800  0.12
H  1.9716  1.0232  -0.9260  0.11
F  -0.5207  1.3520  3.0534  -0.25
H  3.1544  2.3953  0.4794  0.10
C  -0.4702  1.6636  -5.1625  -0.08
H  2.2202  -4.6475  2.3212  0.12
H  4.8020  4.1109  4.4692  0.12
C  -8.9304  -2.3842  7.1073  0.07
H  8.1633  -1.3274  0.4283  0.09
C  -7.9750  -3.4194  5.1358  0.06
H  -2.5401  0.5408  -3.2277  0.13
C  1.4594  -4.5112  0.2321  -0.14
H  2.6215  3.2320  -8.5504  0.10
H  -1.7309  8.6378  -2.7809  0.12
C  -1.4119  -4.4219  4.0220  0.06
N  -3.2969  0.0287  5.6838  -0.08
C  -6.4355  -1.1824  4.5120  0.01
H  4.5322  -3.1069  -2.3883  0.13
H  5.1161  -1.9675  -9.2729  0.13
H  3.7530  -2.5295  0.9912  0.12
H  5.9369  -2.6826  0.2611  0.11
H  1.3600  3.1910  4.2512  0.14
C  8.1592  -1.3466  -0.6615  -0.09
C  -2.4956  2.2028  -1.8435  -0.18
H  -8.5528  -2.9660  7.9482  0.13
H  -3.5068  3.0650  -4.1616  0.11
H  -2.5127  0.5751  3.8983  0.12
C  -2.8912  -2.0989  -0.9708  0.04
H  4.4366  3.3788  0.0024  0.12
C  -2.7498  -0.2840  4.5084  0.00
H  -0.0120  3.3566  -3.1530  0.12
C  3.4321  3.0936  -0.3102  0.00
C  2.7698  -0.5457  -5.7091  0.01
C  3.6438  -3.6140  0.9899  -0.05
C  1.1214  5.5775  1.8748  -0.12
H  -4.2385  1.8520  5.3632  0.11
H  1.8049  -3.0950  1.9138  0.09
C  3.8711  3.5445  4.4969  0.06
H  -2.4505  -1.1077  -0.8643  0.07
H  6.2108  -0.6614  -1.1420  0.08
C  4.2129  -2.2386  -8.7261  0.07
H  -8.6178  -4.2380  5.4242  0.17
H  -2.1496  9.5156  -1.3384  0.13
H  1.7574  -0.3254  -5.4043  0.10
H  0.4893  -4.0315  0.1017  0.10
N  2.9631  4.2521  3.5616  -0.06
C  1.5833  4.0438  3.6271  0.04
F  0.3059  -0.7331  0.2582  -0.32
C  -7.2253  -1.2337  5.6795  0.06
N  3.7458  -3.9687  -0.5467  -0.22
As  -0.0600  0.3275  1.7219  0.89
C  -2.9195  2.4228  -4.8179  0.07
H  -7.3984  -0.4117  6.3584  0.16
H  2.0536  -2.9351  -1.1567  0.11
C  -0.1884  7.1864  -1.2851  0.05
H  -2.2648  1.8088  -0.8538  0.09
C  -1.8572  -8.1157  3.9127  0.05
C  5.1481  -0.5695  -5.4889  0.06
C  4.5484  2.5859  -2.4078  0.05
H  -2.7913  7.8174  0.6283  0.17
H  5.1512  3.4454  -2.1539  0.16
H  2.3345  2.0971  -6.3108  0.08
H  0.6622  3.5390  -5.3725  0.12
H  -3.9555  -0.6194  7.6065  0.16
C  1.4220  2.3196  -6.8640  -0.26
H  6.0909  -0.2868  -5.0444  0.14
H  -1.0691  1.0079  -5.7945  0.15
C  -3.4440  1.4637  6.0005  0.05
H  -2.5706  4.2835  -2.1223  0.13
C  2.2620  -3.9916  -0.9884  -0.10
H  2.7667  3.9529  -0.3933  0.10
C  -2.7504  -2.5787  5.0432  -0.12
N  -3.7056  -2.2308  0.2739  -0.05
F  0.2754  -1.0503  2.8609  -0.27
H  -2.1358  -2.8814  -0.8990  0.10
C  -3.8891  -3.3996  0.9916  0.06
C  -7.2399  -3.3786  3.9268  0.10
N  3.5575  2.3242  -1.4972  -0.09
H  -3.4581  1.5713  -5.2339  0.13
C  -3.4695  -4.9502  5.1394  0.06
C  2.9285  -1.2176  -6.9108  0.03
H  8.7235  -0.4817  -1.0102  0.09
H  0.2044  1.1070  -4.5119  0.10
H  -2.4862  1.9388  5.7886  0.12
H  6.7008  -3.7622  -0.9249  0.14
C  6.1147  -2.8515  -0.8009  -0.15
C  2.7377  1.2573  -1.6505  0.04
C  -2.2052  8.5322  -1.8052  0.08
H  -0.9731  -8.4130  4.4766  0.14
H  -7.2705  -4.2003  3.2266  0.14
C  3.7968  0.8148  -3.8070  -0.11
C  -6.3453  -2.2753  3.7093  -0.13
H  3.5429  3.6572  5.5301  0.13
H  -3.7550  -7.1548  5.2473  0.17
H  -1.1483  3.6017  -1.1287  0.11
H  1.3659  -5.5946  0.1571  0.12
F  1.6637  0.7396  1.8290  -0.27
H  4.2416  -2.0261  -1.0443  0.10
C  -4.8230  -3.3986  2.0342  0.04
H  2.0150  4.3431  -7.4066  0.09
C  3.9154  -0.0695  -5.0254  -0.12
H  -0.3641  4.4203  2.8561  0.13
H  0.9575  3.6658  -8.5161  0.10
N  -7.9405  -2.3530  5.9781  -0.05
N  -2.1099  -6.7316  4.2557  -0.07
H  3.6336  -6.1748  -0.1115  0.11
N  -1.5370  2.2268  -4.1449  -0.20
H  -9.1609  -1.3655  7.4192  0.12
H  -1.3320  4.3350  -3.9554  0.14
C  -1.8487  7.3775  0.3380  0.05
C  -4.3067  -1.0626  0.7106  0.01
H  4.4434  -3.2927  -8.5717  0.13
H  2.2031  -4.4066  -1.9946  0.14
H  -0.4800  3.1697  -6.6364  0.13
C  -1.0777  6.6226  1.2556  0.09
C  0.6901  4.6443  2.7852  0.02
H  1.6305  6.2433  -0.6720  0.12
H  -9.8738  -2.7845  6.7360  0.13
F  -0.3341  1.6699  0.6080  -0.27
C  -3.1970  -6.3004  4.8935  0.05
N  -1.4267  7.6151  -0.9112  -0.07
H  -5.7799  -0.3248  4.5445  0.11
C  -3.3357  -2.2464  6.3226  0.08
C  2.5329  5.8716  1.8482  0.07
H  0.1220  7.3840  -2.3005  0.15
C  1.7858  3.3820  -7.8668  -0.08
C  4.6632  -2.9950  -1.3120  -0.12
H  5.2743  2.3023  -4.3963  0.16
H  3.2740  -2.1752  -9.2761  0.12
H  -0.2641  -6.0403  3.2766  0.15
H  6.8750  -1.5062  -2.3910  0.10
H  3.8999  2.4885  4.2281  0.11
C  -1.8161  3.5089  -1.9852  -0.16
H  -2.7445  -8.7113  4.1271  0.13
C  -2.4647  -1.6059  4.1186  0.02
H  -1.4771  6.4315  2.2407  0.14
N  4.1475  -1.6383  -7.3638  -0.04
H  8.8576  -2.1704  -0.8089  0.10
H  -2.2785  -1.8297  3.0786  0.10
C  3.4278  5.2053  2.7147  0.04
H  -0.9436  0.8456  -2.6157  0.12
C  2.2239  -3.9893  1.4524  -0.14
F  -1.7568  -0.1372  1.5891  -0.26
C  4.6386  1.9343  -3.6045  0.08
H  4.4861  5.4197  2.7341  0.16
H  1.2484  1.3729  -7.3757  0.10
C  6.8147  -1.5543  -1.3038  -0.26
C  4.1812  -5.4563  -0.7214  0.05
H  -5.5801  -0.0922  2.0994  0.14
H  2.1937  -0.3757  -2.9942  0.12
C  -5.1205  -1.0303  1.8252  0.05
C  -1.8613  1.3410  -2.9328  -0.13
H  4.3543  -5.6938  -1.7710  0.12
H  2.9707  6.5794  1.1599  0.14
H  -3.2671  -2.2533  -1.9822  0.12
H  6.1752  -1.5734  -7.1509  0.17
C  -3.5836  -0.9216  6.6386  0.05
C  -1.0815  3.4860  -3.3193  -0.07
C  5.2578  -1.3162  -6.6424  0.06
H  -1.5765  -8.2042  2.8632  0.12
H  2.1086  -1.4656  -7.5685  0.15
H  -3.8309  1.6114  7.0087  0.12

Properties
- Net charge: +9
- Electronic energy: -161933.2622 eV
- HOMO-LUMO gap: 7.16 eV
- Highest occupied orbital energy: -25.712 eV
- LUMO: -18.6 eV